Entry 1:
Formula: C2H2N4
Source: OMol25
Level of theory: ωB97M-V/def2-TZVPD

Computed properties:
HOMO energy   -10.0 eV
LUMO   -0.65 eV
F_max   2.1 eV/Å
ΔE to the lowest compared entry with this formula, charge and spin   265.1 kJ/mol
Calculated total energy   -8063.384 eV
Charge   0
SMILES   c1cnnnn1

Last column: natural (NBO) charge in e.
CARTESIAN COORDINATES (ANGSTROEM)
C -0.41916 0.85200 -0.02875  -0.0130
C -0.83958 -0.48271 0.01036  0.0024
H -1.08064 1.74446 -0.03901  0.2247
H -1.81802 -0.84791 0.14711  0.2167
N 0.09313 -1.43827 -0.06606  -0.1902
N 1.36217 -1.07877 -0.00894  -0.0327
N 1.80036 0.13164 0.02330  -0.0057
N 0.90174 1.11957 -0.03802  -0.2021

Force components x, y, z for each atom (eV/Å):
C 0.95 0.17 0.13
C 2.04 0.29 -0.03
H 0.46 -0.87 -0.01
H -1.18 -0.04 -0.17
N -0.48 0.99 0.46
N 0.83 -1.57 -0.39
N -1.82 0.80 0.03
N -0.80 0.22 -0.03

---

Entry 2:
Formula: C2H2N4O
Source: OMol25
Level of theory: ωB97M-V/def2-TZVPD

Computed properties:
HOMO energy   -10.2 eV
LUMO   -1.10 eV
F_max   7.6 eV/Å
ΔE to the lowest compared entry with this formula, charge and spin   208.4 kJ/mol
Calculated total energy   -10110.145 eV
Charge   0
SMILES   [H]/N=c1/ncnno1

Last column: natural (NBO) charge in e.
CARTESIAN COORDINATES (ANGSTROEM)
C 0.63334 0.70337 -0.36595  0.6107
C 0.23465 -1.16613 0.88623  0.1881
H 0.80682 2.48195 -1.10709  0.3492
H 0.56321 -1.92976 1.55816  0.2035
N 1.32853 1.82441 -0.48789  -0.6578
N 1.10514 -0.28938 0.57480  -0.3488
N -1.14466 -1.23389 0.51460  -0.1585
N -1.56678 -0.52716 -0.25219  0.2682
O -0.57920 0.47581 -0.75224  -0.4546

Force components x, y, z for each atom (eV/Å):
C 2.80 2.65 2.88
C 1.88 0.46 0.73
H 0.35 -0.62 0.56
H -0.28 -0.52 0.32
N -2.09 -2.86 -0.76
N -0.97 -0.26 -1.04
N 2.70 -5.02 5.07
N -2.52 4.39 -4.59
O -1.86 1.78 -3.18

---

Entry 3:
Formula: C2H2N4O
Source: OMol25
Level of theory: ωB97M-V/def2-TZVPD

Computed properties:
HOMO energy   -10.0 eV
LUMO   -1.29 eV
F_max   5.6 eV/Å
ΔE to the lowest compared entry with this formula, charge and spin   244.0 kJ/mol
Calculated total energy   -10109.776 eV
Charge   0
SMILES   Oc1cnnnn1

Last column: natural (NBO) charge in e.
CARTESIAN COORDINATES (ANGSTROEM)
C -0.59889 -0.00111 0.16615  0.4368
C 0.28460 1.09729 -0.04049  -0.0421
H -2.18280 -0.88347 -0.15969  0.4885
H 0.18802 2.17078 0.18138  0.2464
N 1.59024 0.84033 0.00616  -0.1593
N 1.86947 -0.44688 -0.07525  -0.0730
N 1.12219 -1.51172 -0.11561  0.0311
N -0.28198 -1.27640 0.18772  -0.2801
O -1.99084 0.01118 -0.15036  -0.6483

Force components x, y, z for each atom (eV/Å):
C -3.38 -1.61 -2.87
C 1.22 0.69 2.18
H -0.92 -3.04 -0.05
H -1.27 -0.56 -0.78
N -2.53 -1.16 0.14
N 2.62 -2.75 -1.36
N -2.50 3.17 2.12
N 4.25 0.41 -0.77
O 2.49 4.85 1.39

---

Entry 4:
Formula: C2H2N4O2
Source: OMol25
Level of theory: ωB97M-V/def2-TZVPD

Computed properties:
HOMO energy   -10.1 eV
LUMO   -0.81 eV
F_max   8.3 eV/Å
ΔE to the lowest compared entry with this formula, charge and spin   550.0 kJ/mol
Calculated total energy   -12157.047 eV
Charge   0
SMILES   [H]/N=c1/nnon1C=O

Last column: natural (NBO) charge in e.
CARTESIAN COORDINATES (ANGSTROEM)
C -0.58490 0.70184 -0.07799  0.4302
C 1.35530 -0.79690 0.01223  0.5140
H 0.78648 2.06839 0.27857  0.3634
H 1.49405 -1.95440 0.37062  0.1657
N -0.19853 1.91912 0.06712  -0.6131
N -1.97482 0.55474 -0.19472  -0.1264
N -2.18847 -0.66463 -0.16662  0.1890
N 0.03124 -0.42771 -0.04841  -0.2029
O -0.99882 -1.39073 0.03708  -0.1931
O 2.27847 -0.00972 -0.27790  -0.5269

Force components x, y, z for each atom (eV/Å):
C 0.13 8.26 0.54
C 2.91 -0.53 -0.18
H 0.00 -0.47 -0.33
H -0.31 2.74 -0.97
N 0.01 -0.76 0.00
N -0.39 -2.89 -0.54
N -0.14 0.62 0.41
N 0.64 -3.95 0.21
O 0.07 -0.70 -0.29
O -2.91 -2.33 1.15

---

Entry 5:
Formula: C2H2N4O2
Source: OMol25
Level of theory: ωB97M-V/def2-TZVPD

Computed properties:
HOMO energy   -11.1 eV
LUMO   -0.43 eV
F_max   4.0 eV/Å
ΔE to the lowest compared entry with this formula, charge and spin   375.6 kJ/mol
Calculated total energy   -12158.855 eV
Charge   0
SMILES   [H]/N=c1/nnoc(=O)[nH]1

Last column: natural (NBO) charge in e.
CARTESIAN COORDINATES (ANGSTROEM)
C -0.63862 -0.64177 -0.81964  0.4778
C -0.00536 0.59724 1.08974  0.8642
H -2.27877 -0.88183 -1.48647  0.3237
H -1.96536 -0.13169 0.66896  0.4361
N -1.37726 -1.01952 -1.77721  -0.5812
N 0.77240 -0.54485 -1.32632  -0.1279
N 1.57506 -0.00348 -0.60770  0.1845
N -0.86832 -0.30341 0.49823  -0.6572
O 1.22677 0.56112 0.64499  -0.3670
O -0.30241 1.23632 2.06600  -0.5529

Force components x, y, z for each atom (eV/Å):
C 1.88 -0.58 -2.90
C -1.47 0.13 2.52
H -3.54 -0.20 0.60
H 3.48 -0.41 0.04
N 2.24 0.45 0.58
N -1.58 -0.10 2.18
N 1.80 -0.09 -1.20
N -3.86 0.47 -0.93
O 0.99 0.43 -0.09
O 0.06 -0.11 -0.79

---

Entry 6:
Formula: C2H2N4O2
Source: OMol25
Level of theory: ωB97M-V/def2-TZVPD

Computed properties:
HOMO energy   -9.7 eV
LUMO   -1.10 eV
F_max   4.8 eV/Å
ΔE to the lowest compared entry with this formula, charge and spin   738.7 kJ/mol
Calculated total energy   -12155.091 eV
Charge   0
SMILES   O/N=c1/cnnno1

Last column: natural (NBO) charge in e.
CARTESIAN COORDINATES (ANGSTROEM)
C -0.18805 -0.30047 0.12346  0.3427
C -0.47259 -0.22220 -1.22902  0.0199
H 1.08901 -2.06236 2.49056  0.5002
H -0.72507 -1.01806 -1.88561  0.2320
N 0.30462 -1.36763 0.73085  -0.0975
N -0.34306 0.93539 -1.88559  -0.2365
N 0.13925 2.09492 -1.20941  -0.0531
N -0.09830 2.13082 0.08791  0.1603
O 0.72916 -1.16979 2.02767  -0.5386
O -0.43496 0.97937 0.74917  -0.3294

Force components x, y, z for each atom (eV/Å):
C 1.57 -0.51 4.13
C 0.33 3.30 -3.46
H -1.49 2.67 -2.48
H -0.40 -0.84 -0.04
N -0.72 1.74 -0.94
N 0.57 -1.50 1.47
N -2.19 -1.63 3.97
N 1.46 0.18 -3.85
O 0.63 -1.61 1.43
O 0.23 -1.80 -0.22

---

Entry 7:
Formula: C2H2N4O2
Source: OMol25
Level of theory: ωB97M-V/def2-TZVPD

Computed properties:
HOMO energy   -10.9 eV
LUMO   -0.30 eV
F_max   8.5 eV/Å
ΔE to the lowest compared entry with this formula, charge and spin   516.1 kJ/mol
Calculated total energy   -12157.399 eV
Charge   0

Last column: natural (NBO) charge in e.
CARTESIAN COORDINATES (ANGSTROEM)
C -1.40062 -0.17223 -0.05259  0.8887
C 1.96806 0.72655 -0.21416  0.0904
H -2.92811 0.99037 -0.09208  0.4941
H 2.79176 1.49950 -0.67196  0.2432
N 0.02852 -0.13821 -0.13428  -0.2359
N 0.72862 1.07934 -0.39152  -0.1884
N 2.14433 -0.58854 0.35820  -0.1877
N 1.04901 -1.19102 0.32492  0.0736
O -1.88302 1.12829 0.57823  -0.6716
O -1.98218 -1.12164 -0.42031  -0.5063

Force components x, y, z for each atom (eV/Å):
C 1.97 2.78 1.88
C 1.17 1.90 -0.68
H 4.28 1.24 3.51
H -1.82 -2.48 1.94
N 2.87 1.56 0.58
N -0.55 -3.55 0.41
N -0.76 0.87 -2.04
N -1.71 2.54 0.01
O -4.08 -4.84 -5.73
O -1.39 -0.03 0.11

---

Entry 8:
Formula: C2H2N4O2
Source: OMol25
Level of theory: ωB97M-V/def2-TZVPD

Computed properties:
HOMO energy (spin up / spin down)   -10.5 / -11.2 eV
LUMO (spin up / spin down)   -0.41 / -2.81 eV
F_max   2.6 eV/Å
Multiplicity   3
ΔE to the lowest compared entry with this formula, charge and spin   89.5 kJ/mol
Calculated total energy   -12154.280 eV
Charge   0

Last column: natural (NBO) charge in e.
CARTESIAN COORDINATES (ANGSTROEM)
C -1.12876 -1.07675 0.11528  0.5691
C 0.77827 0.67065 -0.14129  0.4814
N 1.90021 0.80572 0.39485  -0.3598
N 0.09510 -0.37488 0.40153  -0.3589
N 1.97289 -0.13783 1.34549  -0.0424
N 0.86519 -0.82109 1.38608  -0.0645
O -1.66958 -0.88175 -0.92411  -0.4913
O -0.32278 1.85562 -1.93681  -0.3365
H -1.20795 -1.82393 0.95337  0.1732
H -1.28258 1.78424 -1.59440  0.4298

Force components x, y, z for each atom (eV/Å):
C 2.06 0.16 0.07
C -2.01 -0.25 -1.63
N 1.31 0.98 -0.07
N -0.21 0.84 0.06
N -1.04 -1.48 1.42
N 1.80 -0.39 0.74
O -0.93 -0.29 0.48
O -1.82 -0.01 0.44
H -0.85 0.37 -0.87
H 1.70 0.07 -0.65

---

Entry 9:
Formula: C2H2N5O2
Source: OMol25
Level of theory: ωB97M-V/def2-TZVPD

Computed properties:
HOMO energy (spin up / spin down)   -0.4 / -4.0 eV
LUMO (spin up / spin down)   3.95 / 1.74 eV
F_max   4.4 eV/Å
Multiplicity   3
ΔE to the lowest compared entry with this formula, charge and spin   0.0 kJ/mol
Calculated total energy   -13646.103 eV
Charge   -1

Last column: natural (NBO) charge in e.
CARTESIAN COORDINATES (ANGSTROEM)
C 0.50940 -1.07788 0.05164  0.1174
C -1.21897 0.20920 -0.07298  0.3391
N -0.87320 -1.07052 -0.09002  -0.4263
N 1.02712 0.15184 0.05478  -0.3048
N -2.45506 0.73941 -0.06897  -0.1742
N -0.07130 0.96417 0.00050  -0.3786
N -3.59876 -0.01109 -0.00082  0.4032
O -3.60808 -1.23683 0.04716  -0.5990
O -4.66360 0.60357 0.03117  -0.5637
H 1.13271 -2.02253 0.08695  0.1911
H -0.07461 1.90003 0.26777  0.3957

Force components x, y, z for each atom (eV/Å):
C -2.12 0.13 -0.85
C -2.48 -0.30 0.28
N 2.78 -2.52 0.43
N -0.01 0.43 0.73
N 2.19 1.27 -0.11
N 0.39 -1.42 -0.73
N 1.29 -0.18 -0.08
O 1.14 -3.84 0.05
O -2.78 3.37 0.04
H -0.90 1.51 -0.11
H 0.50 1.55 0.34

---

Entry 10:
Formula: C2H2NO2P2
Source: OMol25
Level of theory: ωB97M-V/def2-TZVPD

Computed properties:
HOMO energy (spin up / spin down)   -4.6 / -4.6 eV
LUMO (spin up / spin down)   2.10 / 2.10 eV
F_max   4.3 eV/Å
ΔE to the lowest compared entry with this formula, charge and spin   211.6 kJ/mol
Calculated total energy   -26268.490 eV
Charge   -1

Last column: natural (NBO) charge in e.
CARTESIAN COORDINATES (ANGSTROEM)
C -1.39820 0.03241 -0.26558  -0.3663
C -3.86368 -0.00337 0.01737  0.8250
N -2.59405 -0.56067 -0.28681  -0.3605
O -4.28909 0.41646 -1.04596  -0.7028
O -4.39650 -0.00709 1.15079  -0.7451
P 1.50957 -0.06151 0.31290  -0.1744
P -0.09728 -1.09442 -0.53608  0.4207
H -1.07083 1.11881 0.05427  0.1742
H 2.37622 -0.89253 -0.14131  -0.0708

Force components x, y, z for each atom (eV/Å):
C -2.90 0.64 1.09
C -0.96 0.96 1.61
N 4.16 0.51 0.97
O -1.14 0.81 -1.82
O 1.35 -0.53 -0.79
P -3.65 2.08 0.63
P 1.90 -0.01 0.01
H -1.36 -1.73 -0.50
H 2.61 -2.74 -1.19